{
  "formula": "C95H200ClF15N10O15S5",
  "method": "ωB97M-V with the def2-TZVPD basis set",
  "total_energy_ev": -254804.75612,
  "charge": 4,
  "e_homo_ev": -14.471,
  "elements": ["C", "C", "C", "N", "C", "C", "C", "C", "C", "C", "H", "H", "H", "H", "H", "H", "H", "H", "H", "H", "H", "H", "H", "H", "H", "H", "H", "H", "H", "H", "C", "C", "C", "N", "C", "C", "C", "C", "C", "C", "H", "H", "H", "H", "H", "H", "H", "H", "H", "H", "H", "H", "H", "H", "H", "H", "H", "H", "H", "H", "C", "C", "C", "N", "C", "C", "C", "C", "C", "C", "H", "H", "H", "H", "H", "H", "H", "H", "H", "H", "H", "H", "H", "H", "H", "H", "H", "H", "H", "H", "C", "C", "C", "N", "C", "C", "C", "C", "C", "C", "H", "H", "H", "H", "H", "H", "H", "H", "H", "H", "H", "H", "H", "H", "H", "H", "H", "H", "H", "H", "C", "C", "C", "N", "C", "C", "C", "C", "C", "C", "H", "H", "H", "H", "H", "H", "H", "H", "H", "H", "H", "H", "H", "H", "H", "H", "H", "H", "H", "H", "C", "C", "C", "N", "C", "C", "C", "C", "C", "C", "H", "H", "H", "H", "H", "H", "H", "H", "H", "H", "H", "H", "H", "H", "H", "H", "H", "H", "H", "H", "C", "C", "C", "N", "C", "C", "C", "C", "C", "C", "H", "H", "H", "H", "H", "H", "H", "H", "H", "H", "H", "H", "H", "H", "H", "H", "H", "H", "H", "H", "C", "C", "C", "N", "C", "C", "C", "C", "C", "C", "H", "H", "H", "H", "H", "H", "H", "H", "H", "H", "H", "H", "H", "H", "H", "H", "H", "H", "H", "H", "C", "C", "C", "N", "C", "C", "C", "C", "C", "C", "H", "H", "H", "H", "H", "H", "H", "H", "H", "H", "H", "H", "H", "H", "H", "H", "H", "H", "H", "H", "C", "C", "C", "N", "C", "C", "C", "C", "C", "C", "H", "H", "H", "H", "H", "H", "H", "H", "H", "H", "H", "H", "H", "H", "H", "H", "H", "H", "H", "H", "Cl", "C", "F", "F", "F", "S", "O", "O", "O", "C", "F", "F", "F", "S", "O", "O", "O", "C", "F", "F", "F", "S", "O", "O", "O", "C", "F", "F", "F", "S", "O", "O", "O", "C", "F", "F", "F", "S", "O", "O", "O"],
  "xyz": [[3.112, 0.734, 3.929], [2.351, -0.221, 3.029], [1.565, 0.664, 2.095], [0.957, 0.052, 0.874], [-0.189, -0.871, 1.248], [-0.827, -1.545, 0.044], [-1.437, -0.487, -0.896], [-0.308, 0.557, -1.196], [0.387, 1.123, 0.000], [1.931, -0.691, 0.051], [2.503, 1.435, 4.494], [3.925, 1.179, 3.288], [3.657, 0.202, 4.710], [1.636, -0.877, 3.555], [3.132, -0.860, 2.559], [2.174, 1.487, 1.631], [0.798, 1.248, 2.628], [-0.935, -0.252, 1.727], [0.238, -1.606, 1.936], [-1.563, -2.222, 0.406], [-0.202, -2.228, -0.511], [-2.271, 0.020, -0.464], [-1.793, -0.955, -1.804], [-0.762, 1.395, -1.838], [0.278, 0.034, -2.005], [-0.306, 1.642, 0.600], [1.222, 1.750, -0.367], [1.561, -0.646, -0.979], [2.011, -1.739, 0.379], [2.882, -0.085, -0.031], [-6.083, -3.783, 10.352], [-5.205, -2.738, 9.683], [-5.690, -2.442, 8.298], [-4.713, -1.671, 7.430], [-5.355, -1.228, 6.079], [-6.410, -0.130, 6.402], [-5.889, 1.182, 6.983], [-5.157, 0.776, 8.280], [-4.147, -0.368, 8.099], [-3.566, -2.595, 7.211], [-5.771, -3.941, 11.366], [-6.036, -4.751, 9.848], [-7.158, -3.541, 10.375], [-4.237, -3.199, 9.558], [-5.101, -1.871, 10.287], [-6.670, -1.930, 8.302], [-5.824, -3.457, 7.868], [-5.774, -2.143, 5.723], [-4.516, -0.798, 5.480], [-7.199, -0.543, 7.028], [-6.934, -0.134, 5.445], [-6.602, 1.985, 7.250], [-5.176, 1.628, 6.272], [-5.937, 0.457, 9.019], [-4.611, 1.674, 8.663], [-3.738, -0.626, 9.112], [-3.388, 0.046, 7.360], [-2.869, -2.023, 6.555], [-3.973, -3.412, 6.560], [-3.266, -2.935, 8.167], [1.380, 9.312, -1.408], [1.369, 8.836, 0.029], [2.057, 7.429, 0.260], [2.070, 6.842, 1.646], [0.592, 6.762, 2.148], [0.341, 5.927, 3.357], [0.989, 4.502, 3.189], [2.427, 4.659, 2.776], [2.614, 5.458, 1.485], [2.955, 7.625, 2.583], [2.413, 9.214, -1.819], [1.111, 10.381, -1.322], [0.674, 8.745, -2.041], [0.326, 8.871, 0.418], [1.946, 9.616, 0.602], [3.085, 7.434, 0.109], [1.621, 6.629, -0.386], [0.089, 6.268, 1.281], [0.354, 7.821, 2.166], [-0.707, 5.818, 3.517], [0.764, 6.410, 4.312], [0.402, 4.002, 2.371], [0.853, 3.973, 4.131], [2.740, 3.652, 2.601], [3.019, 5.132, 3.582], [2.146, 4.967, 0.617], [3.685, 5.602, 1.263], [3.928, 7.510, 2.123], [2.865, 7.174, 3.557], [2.622, 8.672, 2.627], [6.113, -1.841, 4.385], [7.035, -1.239, 3.324], [7.567, -2.364, 2.479], [8.331, -2.051, 1.208], [8.228, -3.251, 0.315], [8.895, -3.062, -1.046], [8.247, -1.992, -1.811], [8.223, -0.708, -0.910], [7.612, -0.924, 0.477], [9.762, -1.681, 1.534], [5.273, -2.262, 3.828], [5.785, -1.056, 5.081], [6.621, -2.709, 4.917], [7.839, -0.737, 3.785], [6.463, -0.433, 2.774], [6.728, -2.924, 2.188], [8.169, -3.040, 3.090], [7.157, -3.402, 0.233], [8.688, -4.088, 0.851], [8.902, -3.972, -1.603], [9.906, -2.958, -0.850], [7.169, -2.302, -1.970], [8.606, -1.806, -2.807], [7.570, -0.057, -1.450], [9.209, -0.264, -0.938], [6.589, -1.281, 0.390], [7.672, 0.078, 0.966], [10.295, -2.503, 2.054], [9.717, -0.870, 2.211], [10.279, -1.432, 0.611], [-5.053, 4.764, 5.943], [-4.473, 4.700, 4.546], [-4.797, 3.359, 3.853], [-4.556, 3.231, 2.326], [-4.723, 1.791, 2.059], [-4.749, 1.441, 0.568], [-5.758, 2.237, -0.236], [-5.526, 3.735, 0.017], [-5.664, 4.062, 1.554], [-3.134, 3.635, 1.976], [-4.771, 3.941, 6.567], [-6.153, 4.630, 5.857], [-4.836, 5.728, 6.449], [-3.336, 4.845, 4.560], [-4.926, 5.521, 3.901], [-5.868, 3.109, 4.035], [-4.149, 2.617, 4.405], [-5.623, 1.391, 2.551], [-3.847, 1.218, 2.519], [-4.992, 0.357, 0.580], [-3.761, 1.529, 0.141], [-6.765, 1.893, 0.032], [-5.690, 2.114, -1.304], [-6.326, 4.329, -0.490], [-4.520, 4.054, -0.345], [-6.707, 3.782, 1.904], [-5.475, 5.128, 1.658], [-3.065, 4.688, 2.014], [-2.907, 3.215, 0.998], [-2.539, 3.158, 2.739], [0.387, -6.362, -1.676], [1.547, -5.398, -1.465], [2.333, -5.199, -2.856], [3.628, -4.544, -2.700], [4.182, -4.432, -4.072], [5.324, -3.438, -4.240], [4.998, -2.025, -3.768], [4.547, -2.176, -2.327], [3.427, -3.156, -2.139], [4.523, -5.347, -1.867], [0.043, -6.135, -2.669], [-0.459, -6.265, -0.981], [0.661, -7.391, -1.658], [2.188, -5.845, -0.703], [1.142, -4.441, -1.157], [1.719, -4.695, -3.614], [2.579, -6.185, -3.396], [3.403, -4.043, -4.716], [4.450, -5.431, -4.379], [5.600, -3.568, -5.284], [6.231, -3.696, -3.667], [4.147, -1.516, -4.317], [5.858, -1.338, -3.928], [4.311, -1.250, -1.928], [5.323, -2.549, -1.636], [2.577, -2.746, -2.696], [3.082, -3.237, -1.070], [5.497, -4.811, -1.960], [4.660, -6.337, -2.346], [4.155, -5.279, -0.813], [-5.366, 5.664, -3.876], [-5.337, 7.040, -3.238], [-4.302, 7.831, -3.934], [-4.360, 9.316, -3.775], [-4.658, 9.774, -2.265], [-3.426, 9.606, -1.380], [-2.280, 10.437, -1.955], [-1.991, 9.734, -3.337], [-3.106, 9.894, -4.282], [-5.509, 9.880, -4.573], [-5.835, 5.801, -4.844], [-5.940, 5.022, -3.263], [-4.292, 5.389, -3.818], [-5.087, 6.944, -2.140], [-6.291, 7.462, -3.316], [-4.494, 7.698, -5.016], [-3.327, 7.527, -3.605], [-5.506, 9.198, -1.895], [-4.929, 10.813, -2.276], [-3.169, 8.486, -1.344], [-3.602, 9.867, -0.359], [-1.415, 10.376, -1.325], [-2.583, 11.499, -2.037], [-1.716, 8.654, -3.245], [-1.007, 10.132, -3.674], [-2.943, 9.368, -5.243], [-3.401, 10.963, -4.545], [-6.422, 9.299, -4.309], [-5.292, 9.819, -5.697], [-5.572, 10.912, -4.305], [-0.566, -3.293, 5.863], [0.763, -3.239, 5.185], [0.793, -3.970, 3.825], [1.129, -5.496, 3.918], [0.338, -6.191, 5.002], [0.255, -7.654, 4.745], [-0.144, -8.039, 3.381], [0.785, -7.437, 2.289], [0.701, -5.918, 2.508], [2.587, -5.673, 4.078], [-1.372, -2.970, 5.211], [-0.447, -2.584, 6.696], [-0.919, -4.223, 6.306], [1.629, -3.639, 5.709], [1.001, -2.181, 5.057], [1.629, -3.610, 3.184], [-0.178, -3.857, 3.361], [-0.647, -5.689, 4.872], [0.788, -5.910, 5.931], [-0.429, -8.247, 5.443], [1.236, -8.111, 4.971], [-1.156, -7.703, 3.219], [-0.132, -9.122, 3.328], [0.458, -7.678, 1.256], [1.804, -7.818, 2.372], [-0.387, -5.678, 2.457], [1.300, -5.253, 1.821], [3.006, -5.081, 4.909], [3.090, -5.303, 3.160], [2.887, -6.696, 4.284], [-3.238, -7.797, -6.850], [-4.170, -7.229, -5.787], [-3.551, -5.979, -5.156], [-4.001, -5.588, -3.816], [-3.627, -6.579, -2.752], [-3.810, -5.927, -1.328], [-3.110, -4.637, -1.140], [-3.570, -3.692, -2.212], [-3.239, -4.307, -3.550], [-5.450, -5.398, -3.702], [-2.781, -6.966, -7.404], [-3.590, -8.464, -7.690], [-2.482, -8.229, -6.234], [-4.294, -7.979, -4.979], [-5.208, -6.941, -6.124], [-3.709, -5.094, -5.776], [-2.457, -6.179, -5.061], [-2.532, -6.928, -2.983], [-4.202, -7.444, -3.044], [-3.545, -6.623, -0.548], [-4.868, -5.820, -1.224], [-2.029, -4.737, -1.353], [-3.299, -4.255, -0.114], [-2.962, -2.805, -2.109], [-4.561, -3.351, -2.069], [-2.185, -4.596, -3.608], [-3.555, -3.583, -4.333], [-5.946, -6.318, -4.038], [-5.799, -4.537, -4.225], [-5.705, -5.250, -2.690], [3.082, -3.176, -10.643], [3.523, -1.869, -10.113], [2.894, -1.721, -8.730], [3.308, -0.334, -8.115], [2.718, -0.435, -6.708], [3.131, 0.759, -5.913], [4.654, 1.049, -5.926], [5.331, 0.986, -7.319], [4.788, -0.223, -8.056], [2.672, 0.784, -8.826], [3.669, -3.281, -11.535], [1.969, -3.248, -10.710], [3.374, -4.013, -10.005], [3.129, -1.086, -10.772], [4.586, -1.863, -10.008], [3.229, -2.547, -8.022], [1.808, -1.836, -8.688], [3.185, -1.380, -6.363], [1.632, -0.562, -6.681], [2.763, 0.603, -4.929], [2.620, 1.622, -6.392], [4.987, 0.272, -5.242], [4.727, 1.983, -5.382], [6.443, 0.884, -7.266], [5.141, 1.935, -7.822], [5.109, -1.078, -7.467], [5.221, -0.336, -9.010], [3.205, 1.761, -8.655], [1.666, 0.880, -8.559], [2.734, 0.609, -9.872], [3.685, -3.840, 1.289], [-4.741, -3.270, 2.347], [-4.969, -3.015, 0.998], [-5.707, -2.638, 2.949], [-4.854, -4.559, 2.599], [-3.163, -2.506, 2.942], [-3.259, -2.659, 4.381], [-2.101, -3.296, 2.360], [-3.234, -1.133, 2.484], [5.145, 2.854, -0.829], [4.877, 3.768, -1.769], [6.400, 3.030, -0.400], [4.168, 3.094, 0.190], [4.918, 1.149, -1.440], [3.660, 1.106, -2.126], [6.026, 0.874, -2.375], [4.919, 0.509, -0.137], [-0.799, 2.044, 5.870], [-0.877, 1.670, 7.196], [-1.538, 3.197, 5.750], [0.433, 2.409, 5.582], [-1.466, 0.662, 4.833], [-0.428, -0.327, 4.963], [-2.689, 0.331, 5.429], [-1.599, 1.277, 3.481], [0.428, -3.354, -6.292], [0.187, -2.706, -7.392], [-0.126, -4.522, -6.341], [1.765, -3.547, -6.113], [-0.344, -2.399, -4.880], [0.436, -1.192, -4.730], [-1.620, -2.146, -5.445], [-0.411, -3.372, -3.807], [-0.949, 4.669, -3.331], [0.367, 4.831, -3.571], [-1.673, 5.365, -4.197], [-1.189, 3.380, -3.531], [-1.365, 5.201, -1.574], [-0.709, 4.198, -0.797], [-0.775, 6.515, -1.562], [-2.781, 5.084, -1.422]]
}